Record 1
Entry from the OMol25 dataset: C5H13N3 as an isolated structure at a distorted geometry (ωB97M-V/def2-TZVPD).

Element x y z (Å)
1 H 1.645 -1.930 1.019
2 H 1.953 0.151 -2.389
3 C 0.155 0.450 0.451
4 N 1.729 0.073 -1.409
5 N -0.843 -0.881 -0.353
6 H 0.051 1.262 -1.584
7 C -2.185 -0.667 -0.874
8 C -0.815 1.522 0.908
9 H -2.796 -0.193 -0.104
10 H -2.251 -0.056 -1.788
11 H -1.596 1.071 1.527
12 C 0.559 0.533 -0.951
13 H -0.354 -1.598 -0.877
14 H -1.327 2.022 0.087
15 H 2.239 -0.534 -0.740
16 C 1.099 0.031 1.404
17 H -2.660 -1.630 -1.091
18 N 2.058 -0.998 1.077
19 H -0.293 2.283 1.487
20 H 2.816 -1.025 1.749
21 H 0.819 0.114 2.450

Its frontier orbital gap is 6.78 eV.

=====

Record 2
Entry from the OMol25 dataset: an isolated ion of composition C5H13N3 and charge +2 at a distorted geometry (ωB97M-V/def2-TZVPD).

Element x y z (Å)
1 H -2.992 -1.776 0.310
2 N -3.286 -0.807 0.083
3 H -0.633 -0.970 -0.105
4 H 1.962 1.084 0.230
5 C 0.060 0.847 0.009
6 H 1.638 -0.349 2.237
7 H 0.702 2.740 0.248
8 N -1.086 -0.009 -0.097
9 C -2.405 0.101 -0.106
10 H 2.294 -1.416 -1.035
11 H 2.690 -1.070 1.168
12 C 1.411 0.177 0.024
13 N -0.059 2.151 -0.066
14 H -2.719 1.077 -0.221
15 H 0.973 -1.458 1.365
16 H -0.842 2.724 -0.362
17 C 1.669 -0.636 -1.267
18 C 1.738 -0.730 1.209
19 H 2.324 0.068 -1.962
20 H 0.829 -1.126 -1.756
21 H -4.270 -0.625 0.093

Its frontier orbital gap is 9.85 eV. As for the structure (SMILES): CC(C)C(=[NH2+])/[NH+]=C/N. As for the charge: +2.

=====

Record 3
Entry from the OMol25 dataset: a 2-piece molecular cluster, C5H13N3O overall at a distorted geometry (ωB97M-V/def2-TZVPD).

Element x y z (Å)
1 N -1.075 -2.153 1.075
2 H 0.503 -3.433 1.294
3 C -0.455 2.379 -0.924
4 H -1.417 -0.327 -1.049
5 C -1.705 -2.654 2.050
6 H -2.767 -2.490 2.119
7 H 1.334 2.770 1.156
8 H 0.952 -2.063 0.458
9 H 2.395 1.449 0.566
10 C -0.433 -0.389 -1.509
11 H -0.240 2.572 -1.981
12 H -1.455 1.955 -0.844
13 H -0.470 0.180 -2.435
14 O 1.635 -0.448 -0.270
15 N 0.525 1.511 -0.310
16 H -1.260 -3.372 2.744
17 N 0.170 -2.655 0.722
18 H 2.123 2.888 -0.417
19 C 0.610 0.162 -0.564
20 H -0.192 -1.424 -1.732
21 H -0.430 3.352 -0.435
22 C 1.653 2.193 0.285

Its frontier orbital gap is 9.43 eV. As for the structure (SMILES): CC(=O)N(C)C.C=NN.

=====

Record 4
Entry from the OMol25 dataset: an isolated ion of composition C5H13N3PS3 and charge +1 at a distorted geometry (ωB97M-V/def2-TZVPD).

Element x y z (Å)
1 C 0.513 -1.352 -1.585
2 H -2.377 4.986 -1.063
3 H 0.244 -1.160 0.538
4 C -1.733 -1.357 -0.387
5 N -0.352 0.540 -0.207
6 H -2.302 -1.085 -1.187
7 H 0.728 -2.481 -1.673
8 S -1.875 3.681 -1.075
9 C 2.127 1.823 1.214
10 H -1.683 -2.483 -0.461
11 H 0.075 0.267 1.739
12 H -2.083 -1.047 0.569
13 H -0.128 -1.312 -2.469
14 H 2.161 0.798 0.755
15 S -1.499 4.880 2.335
16 C -0.313 -0.910 -0.364
17 C -0.242 1.108 1.156
18 H 2.442 1.608 2.259
19 P -1.420 3.475 0.990
20 N 0.760 2.204 1.074
21 N 0.303 3.367 0.855
22 H -0.355 1.191 -1.052
23 S -1.804 1.552 1.928
24 H 1.284 -0.623 -1.594
25 H 2.664 2.600 0.694

Its frontier orbital gap (alpha / beta) is 6.89 / 6.90 eV. As for the structure (SMILES): CC(C)N[C@@H]1S[P@](=S)(S)N=[N+]1C. As for the charge: +1.

=====

Record 5
Entry from the OMol25 dataset: an isolated ion of composition C5H13N4O and charge +1 at a distorted geometry (ωB97M-V/def2-TZVPD).

Element x y z (Å)
1 C -1.240 -0.205 2.253
2 H -1.952 1.580 1.281
3 H -0.243 -0.253 2.687
4 H -0.974 1.900 2.691
5 H -0.014 0.715 0.266
6 H 2.883 -1.325 -0.348
7 H 2.660 0.236 0.427
8 H -2.629 1.356 2.908
9 C 0.642 -0.114 -2.064
10 H -1.268 -0.384 -1.632
11 N 1.835 0.108 -1.493
12 C 2.172 -0.522 -0.183
13 C -1.746 1.247 2.294
14 H 1.112 0.110 -4.061
15 N 0.421 0.231 -3.346
16 H 2.603 0.060 -2.150
17 H -1.257 -1.776 0.984
18 H -0.444 0.678 -3.586
19 N -1.261 -0.766 0.884
20 N -0.340 -0.651 -1.311
21 H -1.867 -0.824 2.881
22 O 1.047 -1.036 0.473
23 C -0.142 -0.364 0.145

Its frontier orbital gap is 10.35 eV. As for the structure (SMILES): CCN[C@@H]1NC(N)=[NH+]CO1. As for the charge: +1.

=====

Record 6
Entry from the OMol25 dataset: a 2-piece molecular cluster, C5H13NO overall at a distorted geometry (ωB97M-V/def2-TZVPD).

Element x y z (Å)
1 H -0.773 2.789 -0.145
2 H -1.116 -2.016 1.628
3 H -1.911 0.036 3.003
4 O -0.081 2.795 -0.817
5 H 0.051 -1.163 2.580
6 H 2.300 0.299 -0.852
7 H -1.176 1.012 1.702
8 H 0.059 1.844 -1.003
9 C -0.564 -1.066 1.689
10 C -0.202 -0.649 -0.722
11 C 1.880 -0.072 -1.780
12 H -1.280 -0.770 -0.749
13 C -1.594 0.050 1.963
14 H 1.376 -1.078 0.601
15 H 2.302 0.497 -2.598
16 H -2.505 -0.097 1.375
17 N 0.446 -0.068 -1.814
18 H 2.294 -1.084 -1.859
19 H 0.179 -0.442 -2.714
20 C 0.317 -0.817 0.510

The spin multiplicity is 2. Its frontier orbital gap (alpha / beta) is 2.89 / 8.16 eV. As for the charge: -1.

=====

Record 7
Entry from the OMol25 dataset: one molecule with the formula C5H13NO at a distorted geometry (ωB97M-V/def2-TZVPD).

Element x y z (Å)
1 H -2.151 -2.328 -0.513
2 C 2.716 0.683 -0.711
3 N -1.614 -0.515 0.540
4 C 0.322 1.017 0.385
5 H 2.148 0.298 1.260
6 O -3.739 -1.341 0.113
7 H -1.654 -0.829 1.493
8 H 2.892 -0.396 -0.798
9 H 2.178 0.977 -1.622
10 H -4.071 -0.459 0.125
11 H -0.017 1.656 -0.442
12 C -2.419 -1.266 -0.398
13 C -0.182 -0.412 0.132
14 C 1.820 1.030 0.504
15 H -0.220 1.406 1.247
16 H 3.728 1.080 -0.715
17 H -0.051 -0.682 -0.908
18 H -2.361 -0.733 -1.353
19 H 2.269 1.930 0.949
20 H 0.407 -1.117 0.712

Its frontier orbital gap is 10.08 eV. As for the structure (SMILES): CCCCNCO.

=====

Record 8
Entry from the OMol25 dataset: a 2-piece molecular cluster, C5H13NO overall at a distorted geometry (ωB97M-V/def2-TZVPD).

Element x y z (Å)
1 H 2.367 1.642 -0.524
2 H 1.325 1.483 -1.921
3 H -1.982 -0.909 -1.107
4 O 2.257 -1.981 0.753
5 C -1.635 -1.268 1.423
6 H -2.257 -0.416 1.732
7 H 0.425 1.006 0.986
8 H -0.240 -0.981 -1.453
9 C 1.459 1.152 -0.890
10 H -1.744 -2.097 2.130
11 H -1.320 1.407 -1.480
12 H 2.561 -1.068 0.768
13 C 0.270 1.474 0.010
14 H 1.297 -1.970 0.863
15 C -0.992 -0.635 -0.750
16 H -1.854 1.021 0.130
17 H 0.181 2.541 0.220
18 H 1.686 0.088 -0.831
19 C -1.019 0.890 -0.563
20 N -0.784 -1.380 0.505

Its frontier orbital gap is 10.23 eV. As for the structure (SMILES): C=NCCCC.O.

=====

Record 9
Entry from the OMol25 dataset: a 2-piece molecular cluster, C5H13NO overall at a distorted geometry (ωB97M-V/def2-TZVPD).

Element x y z (Å)
1 H 1.797 -0.593 -2.169
2 H 1.768 0.651 -0.908
3 H -2.918 1.549 0.552
4 H 1.384 -3.052 -0.308
5 H -0.378 -3.002 -0.186
6 H -0.734 2.092 -0.503
7 H -1.686 0.441 1.170
8 N 0.381 -0.857 0.946
9 C -2.004 1.483 1.139
10 C 0.542 -1.070 -0.483
11 H -1.193 3.406 0.577
12 C -0.912 2.356 0.538
13 H -2.224 1.798 2.156
14 H 0.409 -2.806 -1.761
15 H -0.374 -0.634 -0.906
16 O 1.190 -0.148 1.504
17 H 2.675 -0.839 -0.650
18 H 0.018 2.231 1.090
19 C 1.774 -0.421 -1.097
20 C 0.484 -2.585 -0.700

Its frontier orbital gap is 9.18 eV. As for the structure (SMILES): CC(C)N=O.CC.

=====

Record 10
Entry from the OMol25 dataset: a 2-piece molecular cluster, C5H13NO overall at a distorted geometry (ωB97M-V/def2-TZVPD).

Element x y z (Å)
1 H -0.289 -0.894 -1.509
2 N 0.037 0.493 0.387
3 H 0.299 2.031 -1.025
4 C 0.453 0.252 1.849
5 H 1.530 0.260 2.035
6 C 0.487 1.869 0.036
7 H 0.191 -2.966 0.567
8 H -1.519 1.733 -4.497
9 O -1.190 0.805 -4.328
10 H -1.397 -2.045 0.378
11 H 1.547 1.966 0.157
12 C -0.064 -1.262 2.045
13 H 0.645 -1.808 2.681
14 H 0.065 0.973 2.556
15 H -1.080 -1.197 2.453
16 H -0.127 2.732 0.339
17 C -0.313 -1.946 0.505
18 H -0.838 0.786 -3.458
19 C 0.239 -0.810 -0.403
20 H 1.325 -0.969 -0.769

Its frontier orbital gap is 9.24 eV. As for the structure (SMILES): CN1CCCC1.O.

=====

Record 11
Entry from the OMol25 dataset: one molecule with the formula C5H13NO at a distorted geometry (ωB97M-V/def2-TZVPD).

Element x y z (Å)
1 H -2.773 -0.681 -0.254
2 H 2.759 -0.839 -0.960
3 H 0.102 -0.384 2.164
4 N -1.839 0.191 1.526
5 H 0.301 -1.287 -0.713
6 O 1.639 0.292 -2.303
7 H 0.915 1.397 -0.017
8 C 2.301 0.143 -1.061
9 C -0.620 -0.697 1.401
10 H 3.153 0.846 -1.040
11 H -2.520 0.994 -0.332
12 H 1.898 0.309 1.040
13 C 1.372 0.406 0.089
14 H 1.310 1.165 -2.445
15 C 0.122 -0.549 0.070
16 H -1.023 -1.695 1.585
17 H -3.729 0.481 0.762
18 H -2.221 -0.226 2.359
19 C -2.739 0.200 0.399
20 H -0.566 0.105 -0.479

Its frontier orbital gap is 9.70 eV. As for the structure (SMILES): CNCCCCO.

=====

Record 12
Entry from the OMol25 dataset: a 2-piece molecular cluster, C5H13NO overall at a distorted geometry (ωB97M-V/def2-TZVPD).

Element x y z (Å)
1 H -1.988 0.423 -2.290
2 H -0.669 0.362 -3.354
3 H 1.668 -1.366 1.767
4 C -0.061 -0.728 -0.857
5 H 0.167 -1.268 -1.798
6 N 0.420 0.358 1.855
7 O -1.236 -1.234 -0.382
8 H 1.219 -0.870 3.410
9 H 0.875 1.156 -1.421
10 C 1.491 -0.497 2.408
11 H 0.869 1.008 1.213
12 C -1.053 0.949 -2.486
13 C -0.634 -0.340 1.224
14 H -0.776 -1.307 1.684
15 H -1.571 0.196 1.235
16 C -0.136 0.758 -1.284
17 H 0.846 -0.954 -0.229
18 H -0.623 1.283 -0.465
19 H -1.226 1.985 -2.744
20 H 2.418 0.084 2.515

Its frontier orbital gap is 9.40 eV.

=====

Going through the records in order, we get ΔE to the lowest compared entry with this formula, charge and spin values of 4.111; 0.525; 2.390; 0.166; 0.000; 1.501; 1.317; 1.737; 2.856; 2.835; 2.193; 4.538 eV.
Going through the records in order, we get E values of -362.43120; -361.90288; -437.76625; -1898.16408; -492.34980; -328.21773; -328.27046; -328.25500; -328.21388; -328.21465; -328.23827; -328.15209 a.u..